Below is a structure of composition C32H54B2CrF2N2NaO32S2, with properties calculated with ωB97M-V with the def2-TZVPD basis set.

The geometry in XYZ format:
```
128
Properties=species:S:1:pos:R:3:forces:R:3:mulliken_spin:R:1
Na -1.917 0.221 -4.420 0.1 -1.0 0.1 0.000
Cr 0.398 -1.834 1.558 -0.9 -1.9 2.1 3.717
O -4.650 -7.761 -2.736 2.9 2.0 2.1 0.000
C -3.626 -7.133 -2.418 -1.7 -1.7 -2.2 0.000
O -3.104 -6.763 -1.233 0.0 0.1 -0.4 0.001
B -1.805 -6.045 -1.489 -1.4 -0.5 -1.2 -0.003
O -1.730 -5.926 -2.939 2.6 1.6 2.4 -0.001
C -2.613 -6.643 -3.519 -2.1 -1.2 -2.8 0.000
O -2.651 -6.814 -4.716 -0.5 -0.3 1.7 0.000
O -0.667 -6.709 -0.872 0.8 1.5 1.9 0.002
C -0.219 -5.905 0.110 2.4 -0.6 2.9 -0.002
O 0.634 -6.119 1.002 -2.7 0.4 -3.2 0.001
C -1.004 -4.524 0.062 1.9 -1.4 0.4 0.042
O -1.822 -4.657 -0.862 -2.1 0.5 -1.4 0.008
O -0.833 -3.524 0.760 0.7 0.8 0.5 0.009
O -1.635 -2.281 -5.063 3.3 -0.3 0.8 0.000
C -0.487 -2.789 -5.035 -1.5 0.4 -1.8 0.000
O 0.692 -2.206 -4.763 -3.1 -0.7 0.8 0.001
B 1.775 -3.174 -4.970 0.3 -0.6 0.3 0.001
O 1.175 -4.337 -5.681 -1.1 0.3 0.4 0.000
C -0.184 -4.226 -5.733 -0.3 0.0 0.8 0.000
O -1.024 -4.979 -6.167 2.1 1.6 0.6 0.000
O 2.555 -3.497 -3.690 -1.0 -1.0 0.3 -0.001
C 3.771 -2.996 -3.773 0.3 1.8 0.5 -0.001
O 4.675 -2.866 -2.989 -1.0 -1.3 0.5 0.005
C 3.832 -2.279 -5.074 4.8 0.6 -2.5 0.000
O 2.725 -2.437 -5.731 0.2 0.4 -1.5 0.000
O 4.902 -1.811 -5.507 -3.1 -0.5 0.9 0.000
N 0.178 -0.530 0.102 0.5 1.1 -6.1 0.001
S 0.083 1.040 -0.136 0.4 6.0 4.8 0.062
O -1.089 1.602 -0.755 1.1 -1.1 -0.1 0.010
O 1.357 1.787 -0.223 -2.5 -2.1 -0.6 0.015
F -0.247 1.193 1.442 0.1 0.4 -0.4 0.031
S 0.601 -0.807 -1.530 0.5 -4.9 -5.1 0.038
O 1.976 -0.634 -1.914 -1.2 1.5 1.1 0.008
O -0.425 -0.587 -2.595 1.8 0.5 3.4 0.010
F 0.620 -2.394 -1.454 -0.9 0.2 0.8 -0.007
N 3.142 -3.504 0.676 -2.3 2.0 -0.4 -0.005
O 3.961 -3.283 -0.128 2.2 0.0 -1.4 0.285
O 2.277 -2.647 0.949 -0.2 0.8 0.4 0.224
O 3.000 -4.554 1.221 0.5 -2.9 1.3 0.513
C 2.818 4.785 -1.512 1.0 -0.9 0.2 0.000
C 2.464 6.117 -2.112 -0.9 -0.5 -0.6 0.000
O 2.283 5.912 -3.510 -0.4 -1.4 0.8 0.000
C 2.168 7.049 -4.245 -1.8 1.2 -2.4 0.000
C 1.463 6.804 -5.588 -0.2 -1.3 -0.9 0.000
H 3.540 4.263 -2.141 0.3 0.2 0.0 0.000
H 3.234 4.849 -0.507 0.2 0.3 0.0 0.000
H 2.026 4.043 -1.413 -0.6 0.5 -0.3 0.000
H 1.499 6.369 -1.673 -0.1 0.7 0.0 0.000
H 3.173 6.939 -2.017 0.3 -0.2 0.6 0.000
H 1.446 7.800 -3.923 0.6 0.4 1.6 0.000
H 3.155 7.441 -4.488 0.0 0.6 0.2 0.000
H 0.456 6.397 -5.679 -0.3 -0.8 1.6 0.000
H 2.029 6.059 -6.146 0.2 0.6 -0.7 0.000
H 1.131 7.699 -6.114 1.5 0.6 -0.3 0.000
C -2.267 2.612 2.827 0.2 0.3 0.2 -0.001
C -2.119 3.581 4.002 -0.3 0.4 -0.5 0.000
O -3.032 3.243 5.009 -1.9 0.1 0.5 0.000
C -4.382 3.810 4.788 0.2 -1.2 1.2 0.000
C -5.294 3.294 5.938 1.0 0.8 0.5 0.000
H -1.923 1.624 3.133 0.0 0.0 0.0 0.002
H -3.313 2.497 2.544 0.0 0.2 0.0 0.000
H -1.705 2.893 1.936 -0.1 0.2 0.2 0.000
H -1.115 3.611 4.424 0.1 -0.5 0.2 0.000
H -2.295 4.635 3.788 -0.1 0.2 -0.8 0.000
H -4.306 4.897 4.777 0.0 0.1 0.0 0.000
H -4.861 3.484 3.864 0.5 -0.1 -0.4 0.000
H -5.101 3.861 6.849 0.2 0.2 0.0 0.000
H -5.016 2.282 6.232 -0.3 -0.2 -0.5 0.000
H -6.368 3.410 5.790 0.1 -0.2 -0.5 0.000
C -3.635 -1.271 -1.813 0.9 2.6 0.8 0.000
C -3.924 0.255 -2.341 0.6 -2.1 1.7 0.000
O -4.304 0.067 -3.637 -1.2 0.5 -2.6 0.000
C -5.423 0.837 -4.124 1.3 -0.6 -2.1 0.000
C -6.667 0.405 -3.497 -0.9 0.5 3.1 0.000
H -2.863 -1.725 -2.434 -0.2 0.0 -0.2 0.000
H -3.177 -1.127 -0.835 0.2 -0.2 0.3 -0.001
H -4.464 -1.962 -1.660 -0.3 0.5 -0.5 0.000
H -4.593 0.861 -1.730 -0.6 -0.5 0.1 0.000
H -3.067 0.928 -2.373 0.9 -0.4 0.6 0.000
H -5.236 1.904 -4.001 0.0 0.2 0.1 0.000
H -5.424 0.625 -5.194 0.1 0.1 -0.1 0.000
H -6.735 -0.643 -3.204 -0.1 -0.2 -0.9 0.000
H -7.623 0.856 -3.765 0.2 -0.3 -0.8 0.000
H -6.520 0.857 -2.516 -0.5 0.0 0.7 0.000
O 6.340 -1.823 -0.888 0.0 2.1 1.2 0.007
C 6.798 -0.682 -0.794 1.1 -4.1 -3.2 -0.001
O 6.194 0.416 -0.539 -2.2 3.4 0.9 0.001
C 4.735 0.566 -0.548 -0.1 -1.4 0.5 0.000
C 4.140 0.012 0.735 -0.8 0.2 1.3 -0.005
C 8.225 -0.393 -1.262 -0.3 0.4 0.3 0.001
H 4.362 0.058 -1.438 0.0 -0.2 0.2 0.000
H 4.418 1.607 -0.617 0.9 0.1 -0.2 0.000
H 4.611 -0.868 1.174 0.0 -0.2 -0.6 0.002
H 3.056 -0.108 0.740 -0.1 -0.7 -1.0 0.015
H 4.090 0.702 1.577 1.1 0.7 0.0 -0.001
H 8.289 0.546 -1.812 -0.2 0.3 0.5 0.000
H 8.603 -1.098 -2.002 -0.1 -0.6 0.8 0.000
H 8.770 -0.315 -0.322 0.7 -0.1 -0.4 0.000
O 1.446 -0.611 3.025 -0.4 -0.2 -0.9 -0.019
C 1.925 -0.236 4.084 0.0 -1.0 1.4 -0.001
O 2.339 0.966 4.341 -0.2 0.1 0.1 0.001
C 2.091 2.084 3.462 0.1 0.4 -0.2 -0.002
C 2.672 3.297 4.112 0.0 1.3 -0.6 0.000
C 2.137 -1.126 5.329 -0.5 0.0 -0.9 -0.002
H 1.025 2.267 3.330 -0.1 -0.7 0.0 0.000
H 2.577 1.922 2.500 -0.3 -0.2 0.0 0.000
H 2.216 4.139 3.592 -0.1 0.2 -0.2 0.000
H 3.732 3.432 3.898 0.1 -0.3 0.6 0.000
H 2.385 3.477 5.149 0.3 -0.5 0.1 0.000
H 1.571 -2.057 5.285 0.1 0.0 -0.4 0.001
H 1.775 -0.622 6.225 0.5 0.3 -0.1 0.000
H 3.198 -1.369 5.368 0.0 0.1 0.3 0.001
O -1.588 -1.215 2.606 0.1 0.0 1.7 0.038
C -2.419 -1.812 3.301 -0.5 -1.5 -1.4 -0.001
O -2.650 -1.739 4.634 1.3 0.3 -2.6 0.002
C -1.833 -0.818 5.313 0.4 1.4 2.8 0.001
C -1.820 -1.226 6.810 -0.7 -0.2 -1.1 0.001
C -3.246 -2.935 2.706 -0.2 0.3 0.8 -0.009
H -2.283 0.171 5.226 -0.1 0.1 -0.1 0.000
H -0.795 -0.663 5.018 -0.1 -0.8 -0.9 -0.001
H -1.100 -0.622 7.362 -0.2 -0.1 0.1 0.000
H -1.620 -2.293 6.908 0.5 0.0 0.0 0.000
H -2.840 -1.131 7.183 0.1 0.4 0.3 0.000
H -3.727 -2.785 1.739 0.3 0.6 0.1 0.000
H -3.990 -3.164 3.470 0.0 -0.5 -0.3 0.000
H -2.539 -3.750 2.549 -0.1 -0.2 0.2 0.005
```
Forces are in eV/Å.

## Properties
Spin multiplicity: 6
E_tot: -163854.578 eV

Below is a cluster of 11 separate species, C21H64N4O11 in total, with properties calculated with ωB97M-V with the def2-TZVPD basis set.

The geometry in XYZ format:
```
100
Properties=species:S:1:pos:R:3:forces:R:3:lowdin_charge:R:1
N -3.623 -0.799 0.618 1.7 0.6 0.7 0.179
C -4.526 -1.594 1.151 0.6 -4.0 4.2 -0.586
N -5.657 -1.523 0.412 -3.5 -1.8 0.9 0.120
O -4.315 -2.413 2.219 -1.3 3.9 -5.1 -0.120
H -2.645 -0.873 0.812 0.1 0.1 0.4 0.062
H -3.849 -0.352 -0.232 0.0 0.5 -1.0 0.054
H -6.497 -2.104 0.737 2.0 1.5 -0.7 0.147
H -5.800 -0.848 -0.347 0.2 -0.6 0.8 0.110
N 2.868 -3.057 1.841 -0.2 0.7 4.8 0.166
C 2.750 -3.179 0.549 -0.3 5.4 -3.7 -0.542
N 2.431 -4.393 0.181 -0.2 -1.3 -4.1 0.177
O 2.840 -2.059 -0.329 -0.2 -5.9 3.8 -0.136
H 2.930 -2.113 2.270 0.1 -0.6 -1.2 0.074
H 2.481 -3.744 2.573 1.0 1.1 -2.3 0.153
H 2.311 -4.608 -0.815 0.2 0.5 0.8 0.131
H 2.169 -5.142 0.762 -0.2 -0.5 1.2 0.100
C 1.713 -1.507 4.325 -1.4 1.5 0.1 -0.028
C 2.654 -0.418 3.853 0.9 -0.6 8.0 -0.637
C 4.022 -0.685 4.460 0.6 -1.1 -0.1 -0.032
O 2.818 -0.369 2.615 0.5 0.9 -9.2 -0.033
H 1.884 -2.564 4.187 0.8 -0.1 -0.1 0.070
H 0.756 -1.301 3.867 -0.4 -0.1 -0.1 0.044
H 1.602 -1.276 5.372 -0.2 -0.4 0.5 0.090
H 2.368 0.592 4.211 -0.7 -0.5 0.7 0.139
H 4.499 -1.580 3.999 -0.5 0.4 0.0 0.099
H 3.974 -0.919 5.504 0.2 0.5 0.8 0.074
H 4.656 0.139 4.179 0.6 0.5 0.5 0.081
H 3.459 0.334 2.393 -0.2 -0.7 -0.6 0.130
C -0.123 3.534 -6.326 1.8 0.4 0.2 -0.017
C -0.018 3.460 -4.814 -4.4 -6.4 -2.2 -0.679
C 0.537 2.135 -4.389 -2.1 -1.9 1.8 -0.035
O 0.651 4.386 -4.311 5.5 8.4 2.6 0.013
H -0.139 4.578 -6.593 -0.9 0.5 -0.4 0.073
H -0.840 2.915 -6.790 -1.1 -0.4 -0.4 0.070
H 0.849 3.253 -6.757 0.0 -0.3 0.2 0.091
H -0.955 3.552 -4.283 -1.7 -0.8 -0.7 0.121
H 1.420 1.831 -4.862 1.3 -0.3 -1.2 0.060
H -0.295 1.376 -4.569 1.3 0.6 0.0 0.102
H 0.774 2.040 -3.297 -0.5 0.5 -0.7 0.084
H 0.245 5.230 -4.612 0.8 -0.5 0.6 0.143
C -1.700 3.095 -1.565 0.2 1.1 -0.3 -0.027
C -0.392 3.698 -1.045 -5.2 5.1 -2.3 -0.582
C -0.807 4.695 0.043 1.7 -0.1 1.5 -0.032
O 0.495 2.848 -0.675 3.7 -4.7 2.1 0.009
H -1.544 2.497 -2.433 0.2 -0.8 -0.5 0.050
H -2.338 3.937 -1.923 0.2 -0.6 0.5 0.115
H -2.216 2.530 -0.800 -0.3 0.1 0.2 0.074
H 0.036 4.250 -1.884 -0.3 0.5 -0.3 0.130
H 0.097 5.065 0.625 -0.9 -0.1 -0.9 0.101
H -1.419 4.233 0.808 -0.2 -0.5 0.2 0.065
H -1.407 5.500 -0.310 -0.1 0.8 -0.6 0.067
H 1.325 3.281 -0.820 1.1 -0.3 0.2 0.119
C -0.666 -2.743 1.756 -1.5 0.0 -1.4 -0.015
C -1.315 -4.065 1.332 -3.7 5.7 -4.1 -0.600
C -1.158 -4.180 -0.184 -2.2 1.3 0.2 -0.028
O -0.734 -5.066 1.822 4.9 -6.8 3.4 0.026
H 0.319 -2.775 1.343 0.7 0.5 -0.2 0.054
H -0.636 -2.553 2.797 -0.1 -0.2 1.3 0.065
H -1.267 -1.932 1.323 0.6 -0.1 0.1 0.059
H -2.340 -4.152 1.682 -0.9 1.1 -0.6 0.135
H -0.147 -4.081 -0.424 1.7 0.4 -0.3 0.023
H -1.740 -3.379 -0.676 0.4 -0.2 0.1 0.086
H -1.469 -5.104 -0.618 -0.5 -0.9 0.1 0.081
H -0.813 -4.873 2.739 0.4 -0.9 1.7 0.104
C 0.684 2.543 2.944 0.8 0.5 -3.9 -0.020
C -0.755 2.149 2.716 3.1 -3.6 -3.0 -0.609
C -0.939 0.746 3.163 2.3 -1.4 -2.7 -0.034
O -1.566 2.810 3.436 -5.4 5.7 3.0 0.040
H 0.993 2.357 3.899 0.6 -0.4 2.8 0.042
H 0.964 3.566 2.661 -0.6 0.1 0.2 0.089
H 1.352 1.956 2.286 -0.3 -0.1 0.3 0.074
H -1.046 2.207 1.654 0.3 0.2 0.3 0.128
H -0.410 0.564 4.051 0.1 -0.2 1.7 0.069
H -0.354 0.233 2.417 0.4 -1.1 -0.3 0.058
H -1.899 0.338 3.073 -1.6 -0.2 0.4 0.082
H -1.150 2.986 4.257 0.2 0.5 1.4 0.100
C -0.013 -3.150 -3.177 1.6 0.1 -0.1 -0.161
O 0.046 -1.802 -3.565 0.3 0.9 -1.2 -0.138
H -1.032 -3.305 -2.989 -1.4 -0.4 0.9 0.046
H 0.641 -3.169 -2.286 -0.5 -1.1 -0.2 0.069
H 0.223 -3.928 -3.948 0.5 0.8 0.3 0.094
H 0.963 -1.493 -3.603 -0.3 -0.3 0.0 0.091
C 0.196 -0.366 -0.499 1.2 -0.1 2.5 -0.124
O -0.939 0.362 -0.180 -2.2 -0.1 0.3 -0.133
H 0.737 -0.589 0.484 -0.3 -0.1 -1.6 0.097
H 0.809 0.221 -1.122 1.0 0.4 -0.8 0.054
H -0.116 -1.232 -1.003 -0.1 -1.4 -0.5 0.055
H -0.755 1.280 -0.283 0.6 1.0 0.1 0.016
C -2.644 -0.243 -2.973 0.1 -1.8 0.2 -0.148
O -3.168 0.512 -1.927 -1.4 0.9 0.4 -0.171
H -2.426 -1.271 -2.581 -0.1 0.5 -0.5 0.079
H -1.696 0.151 -3.314 0.1 0.1 -0.4 0.046
H -3.389 -0.364 -3.802 0.6 0.5 0.8 0.101
H -2.511 0.720 -1.243 0.3 -0.6 -0.6 0.021
C 3.275 1.051 -0.242 1.3 1.3 1.4 -0.188
O 4.290 0.148 0.098 0.4 0.8 0.7 -0.112
H 2.476 1.230 0.493 0.0 -0.7 -0.1 0.056
H 2.909 0.842 -1.189 -1.2 -0.5 -1.8 0.053
H 3.771 2.010 -0.325 0.2 0.5 -0.1 0.081
H 3.936 -0.727 -0.054 -0.5 -1.1 0.0 0.003
```
Forces are in eV/Å.

## Properties
SMILES string: NC(N)=O.NC(N)=O.CC(C)O.CC(C)O.CC(C)O.CC(C)O.CC(C)O.CO.CO.CO.CO
Relative energy (zero: lowest compared OMol25 entry of this formula, charge and spin): 666.1 kJ/mol

Table of largest force on an atom (eV/A), in record order: 7.7 10.4